(1)
This record from the OMol25 dataset describes an isolated molecule of C4H8O2. The level of theory is wB97M-V/def2-TZVPD.

Structure (XYZ):
```
14
Properties=species:S:1:pos:R:3:forces:R:3
O 0.9140 -0.6520 -2.1282 -0.1 -0.3 -0.2
C 0.6317 0.0888 -0.9649 -0.1 0.3 0.2
C -0.7860 -0.1902 -0.4374 0.0 -0.1 0.0
C -0.9854 0.1573 1.0344 -0.1 0.2 -0.1
O 0.1470 -0.3672 1.7670 0.3 0.1 0.2
C 1.2880 0.2581 1.7091 -0.4 0.1 0.3
H 0.9836 -1.5757 -1.8556 0.0 0.1 -0.2
H 0.7549 1.1460 -1.2232 0.0 -0.2 0.0
H -0.9960 -1.2572 -0.5801 0.1 0.1 0.0
H -1.5212 0.3599 -1.0369 0.1 -0.1 0.1
H -1.8745 -0.3225 1.4514 0.1 0.1 -0.1
H -1.0337 1.2378 1.2112 0.1 -0.1 0.0
H 1.0815 1.2730 1.2554 0.0 -0.2 0.1
H 1.3961 -0.1560 -0.2020 -0.2 0.1 -0.3
```
Positions in Å, forces in eV/Å.

DFT total energy ... -8368.92111 eV
E_LUMO ... 0.64 eV
Max |F| ... 0.5 eV/Å
Orbital gap ... 0.3454 Ha
Energy above the lowest of the compared OMol25 structures with the same formula, charge and spin ... 100.6 kcal/mol


(2)
This record from the OMol25 dataset describes a cluster of 2 separate species, C6H8N2 in total at a distorted geometry. The level of theory is wB97M-V/def2-TZVPD.

Structure (XYZ):
```
16
Properties=species:S:1:pos:R:3:forces:R:3
C 1.0302 -39.1293 -2.3136 0.1 1.4 0.6
C 1.2330 -38.4477 -1.0181 0.0 -0.7 -0.3
N 1.4076 -37.9195 -0.0161 -0.1 0.1 0.2
H 1.9963 -39.1522 -2.8107 -0.1 -0.4 -0.1
H 0.3832 -38.4316 -2.8483 -0.1 -0.4 -0.4
H 0.5616 -40.0981 -2.1971 0.1 -0.1 0.0
N -2.6814 -37.3735 -0.5883 -0.7 -0.3 -1.7
C -2.4248 -38.0123 -1.7898 1.1 -0.4 1.4
C -3.4184 -37.7714 -2.6722 -0.8 0.3 -0.1
C -4.3522 -36.9185 -2.0005 0.5 0.1 -0.2
C -3.8753 -36.7063 -0.7381 0.3 0.6 0.5
H -2.0478 -37.4474 0.1816 -0.2 0.3 0.4
H -1.5260 -38.6055 -1.7892 -0.2 -0.2 -0.5
H -3.5480 -38.1613 -3.6666 0.2 0.0 -0.1
H -5.1642 -36.3878 -2.4684 -0.2 -0.2 0.2
H -4.2238 -36.0150 0.0133 -0.1 -0.2 0.1
```
Positions in Å, forces in eV/Å.

DFT total energy ... -9331.09012 eV
E_LUMO ... 0.69 eV
Max |F| ... 1.8 eV/Å
Orbital gap ... 0.3365 Ha
Energy above the lowest of the compared OMol25 structures with the same formula, charge and spin ... 14.2 kcal/mol


(3)
This record from the OMol25 dataset describes a structure of composition C26H36BFN3O6Sn at a distorted geometry. The level of theory is wB97M-V/def2-TZVPD.

Structure (XYZ):
```
74
Properties=species:S:1:pos:R:3:forces:R:3
Sn 0.0891 -0.0223 -0.4269 -0.9 0.0 0.5
F 0.4184 -2.7886 6.1178 0.0 -0.1 0.1
C -0.5584 -3.0579 5.2150 0.1 0.1 -0.1
C -0.5202 -2.3666 4.0356 0.0 0.1 0.0
C -1.5229 -2.5153 3.0805 -0.2 -0.3 0.2
C -1.4676 -1.7673 1.8222 0.0 -0.1 -0.1
O -0.4063 -1.1914 1.5227 0.0 0.3 0.1
C -2.6737 -1.7968 1.0517 -0.1 0.2 -0.3
C -3.6772 -2.6328 1.4233 0.1 -0.2 0.2
N -3.6349 -3.4801 2.4846 0.0 0.0 -0.3
C -4.7542 -4.3567 2.7252 -0.1 0.0 0.2
C -5.3046 -5.1476 1.5815 0.0 0.0 -0.1
C -4.5415 -5.8441 2.6642 0.1 -0.1 0.0
C -2.5770 -3.3971 3.3664 0.2 0.1 0.1
C -2.5430 -4.1631 4.5366 0.0 0.0 0.1
C -1.5555 -4.0032 5.5005 -0.1 0.0 -0.3
N -1.5718 -4.8142 6.6604 0.2 -0.1 0.1
C -2.8353 -5.1915 7.2675 0.1 0.0 0.1
C -2.7444 -6.6705 7.6738 -0.4 0.3 -0.2
N -1.3114 -6.9733 7.9974 0.0 0.0 0.1
C -0.6865 -5.8121 8.6980 0.2 0.4 0.1
C -0.5159 -4.6914 7.6651 0.0 0.0 -0.2
C -2.9830 -0.9443 -0.1844 -0.1 0.0 -0.1
O -4.0980 -1.0682 -0.6672 0.1 0.0 0.1
O -2.0776 -0.1503 -0.6101 0.4 0.1 0.2
H 0.2704 -1.6498 3.8581 0.1 0.0 0.0
H -4.5850 -2.6404 0.8354 0.0 0.0 -0.1
H -5.4518 -3.9717 3.4616 0.0 0.0 0.0
H -4.8246 -5.0363 0.6193 0.1 0.0 0.0
H -6.3748 -5.2800 1.5243 0.0 0.0 0.1
H -3.5466 -6.1995 2.4301 0.0 0.1 -0.1
H -5.0781 -6.4674 3.3676 -0.1 0.1 0.0
H -3.3125 -4.9041 4.6775 -0.1 0.0 0.0
H -3.6564 -5.0656 6.5722 0.0 0.0 0.0
H -3.0584 -4.5660 8.1407 0.0 0.0 0.0
H -3.0519 -7.3255 6.8610 0.1 -0.1 0.0
H -3.3576 -6.8748 8.5498 0.1 -0.1 0.1
H -0.8107 -7.0991 7.1150 0.0 -0.1 0.0
H -1.2326 -7.8293 8.5446 0.0 0.0 0.0
H 0.2773 -6.0966 9.1133 0.0 -0.1 0.0
H -1.3423 -5.5219 9.5165 -0.1 -0.1 0.0
H 0.4460 -4.7961 7.1682 0.0 0.0 0.1
H -0.5220 -3.7259 8.1802 0.0 -0.1 0.1
C 1.0828 5.0775 0.5981 0.0 -0.2 0.1
C 1.4624 3.8338 1.3990 -0.1 0.2 0.0
C 2.9187 3.9266 1.8337 -0.2 0.0 -0.1
O 1.3217 2.7032 0.5070 0.2 0.1 0.0
B 0.1820 2.0096 0.8296 0.3 -0.7 -0.4
O -0.4118 2.4994 1.9550 -0.4 0.0 0.1
C 0.4504 3.4975 2.5498 0.2 0.0 0.2
C 1.1100 2.8211 3.7528 -0.1 0.0 -0.2
C -0.3974 4.6680 3.0221 0.0 -0.2 -0.1
H 1.7274 5.1293 -0.2785 0.0 0.0 0.0
H 1.2164 5.9830 1.1895 0.0 0.0 0.0
H 0.0504 5.0131 0.2559 0.0 0.1 0.0
H 3.5202 4.2492 0.9845 0.0 0.0 0.0
H 3.2880 2.9569 2.1613 0.0 0.0 0.1
H 3.0320 4.6549 2.6371 0.1 0.0 0.0
H 1.6709 1.9430 3.4307 0.1 0.0 0.0
H 0.3271 2.4866 4.4334 0.0 0.0 0.0
H 1.7735 3.5045 4.2814 0.0 0.0 0.0
H -1.0118 5.0614 2.2156 0.0 0.0 0.0
H 0.2360 5.4645 3.4141 0.0 0.0 0.0
H -1.0625 4.3231 3.8135 0.0 0.0 0.0
C 4.4945 -0.7215 -1.7782 -0.1 0.1 0.1
C 3.1667 -0.9861 -2.4407 0.0 0.0 0.0
C 3.0331 -2.2916 -3.1813 -0.1 0.1 -0.1
O 2.2294 -0.2297 -2.3147 0.5 0.1 -0.4
H 5.3244 -1.0866 -2.3797 0.0 0.0 0.0
H 4.5000 -1.2579 -0.8247 0.1 0.0 0.0
H 4.6117 0.3409 -1.5770 0.0 0.0 0.0
H 3.9599 -2.5718 -3.6778 0.0 0.0 0.0
H 2.2193 -2.2382 -3.9005 0.0 0.0 0.0
H 2.7920 -3.0624 -2.4433 0.0 0.0 0.0
```
Positions in Å, forces in eV/Å.

Charge ... +1
DFT total energy ... -53522.18942 eV
E_LUMO ... -3.40 eV
Max |F| ... 1.0 eV/Å
Orbital gap ... 0.1821 Ha
Energy above the lowest of the compared OMol25 structures with the same formula, charge and spin ... 1.2 kcal/mol


(4)
This record from the OMol25 dataset describes a cluster of 2 separate species, C5H5NOS in total at a distorted geometry. The level of theory is wB97M-V/def2-TZVPD.

Structure (XYZ):
```
13
Properties=species:S:1:pos:R:3:forces:R:3
C -1.5773 -0.8980 1.3664 -0.2 -0.6 1.1
C -0.8606 -0.1424 -2.4080 2.8 0.7 1.7
C 0.0050 0.0484 -1.5888 -1.4 0.3 -2.1
C 0.7920 0.0482 -0.4264 0.9 -2.9 1.7
C 1.4509 1.2918 0.1500 -1.1 -2.9 0.0
N -1.2684 -1.5039 2.3419 1.5 -0.7 1.5
O 0.8798 -1.0889 0.0887 0.4 2.3 -0.3
S -2.2286 -0.1627 0.2146 -1.8 1.4 -1.6
H -0.3096 -1.5931 2.6809 -0.5 -0.2 -0.2
H -1.4579 -0.2479 -3.2142 -1.8 -0.3 -1.9
H 2.0668 1.6084 -0.6979 0.0 0.9 0.7
H 1.9431 0.7945 1.0091 0.4 1.1 -0.4
H 0.5648 1.8456 0.4836 0.7 0.8 -0.3
```
Positions in Å, forces in eV/Å.

DFT total energy ... -19635.16976 eV
E_LUMO ... -0.07 eV
Max |F| ... 3.4 eV/Å
Orbital gap ... 0.3347 Ha
Energy above the lowest of the compared OMol25 structures with the same formula, charge and spin ... 88.1 kcal/mol


The lowest DFT total energy belongs to which entry? C26H36BFN3O6Sn


Look up the orbital gap of the third one. 0.1821 Ha